a.
This record from the Open Molecules 2025 dataset describes a 4-piece molecular cluster, C2H12N2O3 overall. The level of theory is ωB97M-V with the def2-TZVPD basis set.

```
! wB97M-V def2-TZVPD RIJCOSX def2/J DEFGRID3
* xyz 0 1
H 0.663 -1.182 -2.975
N 0.317 -1.200 -2.025
C -0.904 -1.339 -1.717
N -1.176 -1.627 -0.379
C -2.045 -0.686 0.349
H -1.805 -1.368 -2.307
H -0.427 -1.901 0.268
H -2.930 -1.266 0.770
H -1.440 -0.159 1.087
H -2.362 0.128 -0.308
O 3.905 0.488 0.120
H 3.217 -0.162 0.322
H 3.504 1.298 0.486
O -0.790 0.725 3.171
H -0.729 0.369 4.065
H -0.223 0.111 2.688
O 0.084 2.565 -0.424
H 0.942 2.939 -0.212
H -0.185 2.857 -1.299
*
```

The structure (SMILES) is [H]/N=C/NC.O.O.O. As for the frontier orbital gap: 9.3 eV. The value obtained for the LUMO energy is 0.36 eV.

b.
This record from the Open Molecules 2025 dataset describes a 4-piece molecular cluster, C2H12N2O3 overall. The level of theory is ωB97M-V with the def2-TZVPD basis set.

```
! wB97M-V def2-TZVPD RIJCOSX def2/J DEFGRID3
* xyz 0 1
C 0.534 1.413 -0.402
N 1.442 1.710 0.579
C 1.565 0.854 1.654
N 1.394 -0.553 1.576
H -0.481 1.492 0.024
H 0.628 2.094 -1.230
H 0.687 0.376 -0.801
H 0.686 1.217 2.278
H 2.474 1.041 2.214
H 2.303 -0.984 1.534
H -1.323 -0.294 -3.466
H -1.531 -1.306 -2.283
O -2.017 -0.752 -2.982
H -2.016 -0.884 1.582
H -1.301 -0.637 0.274
O -1.537 -0.188 1.119
H 0.880 -0.720 0.717
H 0.234 -1.769 -1.388
O -0.610 -1.648 -0.944
*
```

As for the frontier orbital gap: 4.2 eV. The value obtained for the LUMO energy is -4.32 eV.

a (4.666 eV below the next structure)

a.
This record from the Open Molecules 2025 dataset describes one molecule with the formula C5H5NS2. The level of theory is ωB97M-V with the def2-TZVPD basis set.

```
! wB97M-V def2-TZVPD RIJCOSX def2/J DEFGRID3
* xyz 0 1
C 2.018 -1.760 0.723
C 1.524 -0.735 0.023
C 2.299 0.590 -0.351
C 1.524 1.762 -0.102
N 0.733 2.608 0.249
S -0.236 -1.049 -0.552
C -1.317 0.133 0.267
S -2.955 0.105 0.112
H 1.231 -2.490 0.835
H 3.159 -2.203 1.052
H 3.234 0.530 0.323
H 2.820 0.448 -1.319
H -0.801 0.629 1.046
*
```

The structure (SMILES) is C=C(CC#N)SC=S. As for the frontier orbital gap: 8.5 eV. The value obtained for the LUMO energy is -0.39 eV.

b.
This record from the Open Molecules 2025 dataset describes one molecule with the formula C5H5NS2. The level of theory is ωB97M-V with the def2-TZVPD basis set.

```
! wB97M-V def2-TZVPD RIJCOSX def2/J DEFGRID3
* xyz 0 1
S -0.416 1.681 3.332
C -0.499 0.972 1.832
C 0.634 0.392 1.115
C 0.221 -0.188 0.023
C 0.963 -0.806 -1.174
S 0.607 0.204 -2.657
C -1.224 -0.048 0.118
N -1.711 0.629 1.148
H 1.697 0.189 1.681
H 1.989 -0.789 -1.080
H 0.575 -1.841 -1.234
H -0.901 0.232 -2.558
H -1.936 -0.627 -0.547
*
```

The structure (SMILES) is S=C1C=C(CS)C=N1. As for the frontier orbital gap: 7.3 eV. The value obtained for the LUMO energy is -1.93 eV.

b (0.491 eV below the next structure)

a.
This record from the Open Molecules 2025 dataset describes a 2-piece molecular cluster, CH3BrClN overall. The level of theory is ωB97M-V with the def2-TZVPD basis set.

```
! wB97M-V def2-TZVPD RIJCOSX def2/J DEFGRID3
* xyz 0 1
C -0.305 0.598 -0.241
N -0.249 -0.806 -0.383
Cl 2.390 -0.625 0.528
Br -1.026 -1.875 0.763
H -1.001 0.751 -1.174
H -0.568 0.992 0.784
H 0.760 0.965 -0.276
*
```

As for the frontier orbital gap: 6.0 eV. The value obtained for the LUMO energy is -3.43 eV.

b.
This record from the Open Molecules 2025 dataset describes a 2-piece molecular cluster, CH3BrClN overall. The level of theory is ωB97M-V with the def2-TZVPD basis set.

```
! wB97M-V def2-TZVPD RIJCOSX def2/J DEFGRID3
* xyz 0 1
H -0.048 0.541 1.428
N -0.087 0.865 0.425
C 0.694 0.559 -0.471
Br 2.105 -0.689 -0.276
H 0.706 1.094 -1.327
Cl -1.915 -1.536 -0.384
H -1.454 -0.834 0.605
*
```

The structure (SMILES) is [H]/N=C\Br.Cl. As for the frontier orbital gap: 11.1 eV. The value obtained for the LUMO energy is 0.67 eV.

b (4.063 eV below the next structure)

a.
This record from the Open Molecules 2025 dataset describes one molecule with the formula C3H4P2. The level of theory is ωB97M-V with the def2-TZVPD basis set.

```
! wB97M-V def2-TZVPD RIJCOSX def2/J DEFGRID3
* xyz 0 1
C 1.646 -1.209 -0.383
P 1.058 0.328 -0.253
C -0.753 0.316 -0.236
P -1.891 -0.868 -0.070
C -2.002 1.012 -0.271
H 0.911 -2.037 -0.664
H 2.563 -1.451 0.038
H -2.239 1.851 0.459
H -2.538 1.151 -1.185
*
```

The structure (SMILES) is C=PC1=PC1. As for the frontier orbital gap (spin up / spin down): 7.6 / 7.6 eV. The value obtained for the LUMO energy (spin up / spin down) is -1.01 / -1.01 eV.

b.
This record from the Open Molecules 2025 dataset describes C3H4P2 as an isolated structure. The level of theory is ωB97M-V with the def2-TZVPD basis set.

```
! wB97M-V def2-TZVPD RIJCOSX def2/J DEFGRID3
* xyz 0 1
C 0.312 -0.153 -1.011
C 0.389 0.338 0.198
C -0.690 0.059 1.212
P 1.746 -0.161 -2.837
P -0.129 -0.926 -2.498
H 1.244 0.916 0.531
H -0.679 0.792 2.012
H -0.522 -0.924 1.653
H -1.670 0.059 0.739
*
```

As for the frontier orbital gap: 7.2 eV. The value obtained for the LUMO energy is -0.95 eV.

c.
This record from the Open Molecules 2025 dataset describes one molecule with the formula C3H4P2. The level of theory is ωB97M-V with the def2-TZVPD basis set.

```
! wB97M-V def2-TZVPD RIJCOSX def2/J DEFGRID3
* xyz 0 1
C 1.146 0.335 0.073
C -0.135 0.566 -0.402
C -1.198 -0.358 0.004
P 2.876 0.847 0.036
P 2.191 -0.888 0.848
H -0.506 1.362 -0.917
H -0.831 -0.851 0.980
H -1.320 -1.096 -0.749
H -2.222 0.083 0.125
*
```

As for the frontier orbital gap: 6.8 eV. The value obtained for the LUMO energy is -1.04 eV.

d.
This record from the Open Molecules 2025 dataset describes one molecule with the formula C3H4P2. The level of theory is ωB97M-V with the def2-TZVPD basis set.

```
! wB97M-V def2-TZVPD RIJCOSX def2/J DEFGRID3
* xyz 0 1
H 1.896 2.423 0.235
P 1.722 1.291 1.148
C 0.551 0.355 0.480
C -0.283 0.061 -0.871
C -0.151 -0.787 0.302
P -1.028 -2.027 1.036
H -2.137 -2.010 0.130
H -1.106 0.775 -0.892
H 0.536 -0.083 -1.567
*
```

The structure (SMILES) is [H]/P=C1\C\C1=P/[H]. As for the frontier orbital gap (spin up / spin down): 7.2 / 7.2 eV. The value obtained for the LUMO energy (spin up / spin down) is -1.39 / -1.39 eV.

c (0.637 eV below the next structure)